Entry 1:
{"formula": "CH12NO5", "method": "ωB97M-V with the def2-TZVPD basis set", "symbols": ["H", "H", "O", "H", "H", "O", "H", "H", "H", "C", "O", "H", "H", "O", "H", "H", "H", "N", "O"], "xyz": [[-0.164537, -1.456542, 1.574040], [-1.186392, 0.673089, 1.403540], [2.163712, 1.033929, -1.632826], [2.700621, -1.062013, -0.203791], [-0.860431, 1.715995, -1.180408], [0.802710, -1.872697, 1.743999], [0.647363, -2.763801, 1.432252], [-2.893714, -0.058290, 1.523545], [2.534317, 1.742725, -1.088442], [-1.910199, -0.062726, 1.016715], [-0.331313, 2.068163, -1.918811], [-3.074495, 0.353582, -0.704967], [0.355455, 1.372752, -2.035368], [-1.390991, -1.335164, 1.024519], [-1.522161, -0.223958, -0.950526], [1.771533, -0.702774, 0.933266], [2.011327, 0.468649, -0.847384], [-2.095735, 0.407276, -0.398323], [2.442930, -0.298191, 0.308968]], "forces_ev_per_a": [[-0.672, -0.321, -0.561], [-0.301, 0.029, 0.664], [0.415, 0.936, -0.586], [0.270, -0.350, -0.131], [-0.398, 0.067, -0.160], [1.104, 0.274, 0.688], [0.072, -0.144, -0.129], [0.158, 0.618, 0.060], [-0.023, 0.481, -0.768], [0.499, -1.167, -1.097], [0.262, -0.488, -0.146], [0.692, -0.243, 0.087], [-0.170, 0.986, 0.105], [-0.565, 0.769, 0.309], [-0.349, -0.144, -0.028], [0.231, -0.292, -0.124], [-0.242, -0.636, -0.139], [-0.706, 0.381, 0.264], [-0.277, -0.757, 1.694]], "lowdin_charge": [-0.048, 0.089, -0.118, 0.060, -0.031, -0.184, 0.013, 0.085, 0.046, -0.461, -0.142, 0.056, -0.008, -0.296, 0.059, 0.039, -0.061, -0.037, -0.060], "total_charge": -1, "multiplicity": 1, "e_homo_ha": -0.153, "lumo_ha": 0.145, "e_above_lowest_kcal_mol": 18.84, "molar_mass_da": 118.1, "e_tot_ha": -476.276615, "homo_lumo_gap_ev": 8.12}



Entry 2:
{"formula": "CH12O4S", "method": "ωB97M-V with the def2-TZVPD basis set", "symbols": ["O", "H", "C", "H", "H", "H", "H", "S", "H", "H", "H", "H", "O", "H", "H", "H", "O", "O"], "xyz": [[-0.044366, 2.731074, 0.290650], [-1.503301, -2.567731, 0.797104], [-1.591011, -0.254420, -0.000180], [0.695450, -0.662616, -0.747259], [0.425799, 3.134033, 1.025157], [-0.810016, -0.195854, 0.743531], [2.546400, 2.722289, -2.688095], [-1.903447, -2.011880, -0.352057], [1.331541, -0.539875, 1.795510], [1.851186, -1.265484, 3.014520], [0.659646, 2.360549, -0.250903], [-1.301921, 0.190141, -0.942316], [1.567025, -0.536649, -0.347545], [2.112935, -0.211945, -1.079743], [1.253607, 1.954594, -2.451260], [-2.513252, 0.225201, 0.300254], [1.029998, -0.997735, 2.592413], [2.140391, 2.076390, -2.099046]], "forces_ev_per_a": [[-0.028, -0.015, -0.069], [0.056, 0.238, 0.108], [-0.410, -0.599, -0.004], [0.131, -0.220, 0.179], [-0.044, 0.039, 0.101], [-0.003, 0.401, 0.107], [0.016, -0.030, 0.089], [-0.072, -0.282, -0.358], [-0.064, -0.129, -0.147], [-0.051, -0.090, 0.091], [0.174, -0.048, -0.024], [0.269, 0.209, -0.121], [0.013, 0.212, -0.453], [-0.014, 0.026, 0.314], [-0.060, 0.029, -0.118], [0.044, 0.143, 0.341], [0.106, 0.186, -0.056], [-0.062, -0.071, 0.020]], "lowdin_charge": [-0.054, -0.156, -0.495, 0.002, 0.041, 0.005, 0.052, 0.635, -0.005, 0.033, -0.005, 0.013, -0.056, 0.037, 0.044, 0.028, -0.070, -0.047], "total_charge": 0, "multiplicity": 1, "e_homo_ha": -0.328, "lumo_ha": 0.007, "e_above_lowest_kcal_mol": 11.47, "molar_mass_da": 120.2, "smiles": "CS.O.O.O.O", "e_tot_ha": -744.424338, "homo_lumo_gap_ev": 9.12}



Entry 3:
{"formula": "CH12O4S2", "method": "ωB97M-V with the def2-TZVPD basis set", "symbols": ["O", "H", "H", "H", "H", "H", "C", "H", "O", "H", "O", "H", "S", "H", "O", "H", "S", "H", "H"], "xyz": [[0.205064, -2.016977, 1.635715], [0.699528, 1.400107, -1.183180], [-2.257617, 1.353354, 0.318370], [1.519683, -0.666416, -0.924272], [0.950751, 0.751940, 2.538203], [-3.276794, 0.525377, -0.908666], [-2.840449, 1.463794, -0.668380], [0.283624, -2.219822, -0.164774], [0.459620, -2.020466, -1.049342], [-3.543216, 2.206301, -0.521061], [1.552543, 0.128057, 2.378989], [-0.332399, -2.111540, -1.612224], [-1.735286, 2.009834, -1.989804], [-0.136690, -1.199168, 1.675441], [2.277172, -0.060826, -0.758716], [1.094699, -1.848306, 1.979566], [0.007124, 2.521402, -1.394519], [1.977755, 0.286816, 1.517458], [3.094890, -0.503459, -0.868803]], "forces_ev_per_a": [[2.050, -5.211, -0.083], [-0.003, -0.536, -0.156], [-0.760, 0.029, -1.489], [0.439, -0.416, -0.088], [-3.809, 4.169, 0.756], [-0.314, -0.794, -0.311], [2.969, -0.427, 2.104], [-0.982, -0.614, 2.773], [0.621, 0.529, -3.593], [-1.722, 1.462, 0.285], [4.506, -3.953, -0.830], [0.283, 0.056, 0.654], [-2.602, -1.211, -1.953], [-2.323, 4.849, 0.150], [-1.256, 1.431, 0.569], [-0.083, -0.146, 0.014], [2.409, 1.590, 1.483], [-0.401, 0.182, 0.021], [0.978, -0.989, -0.306]], "lowdin_spin": [0.087, 0.020, 0.045, 0.016, 0.051, 0.032, 0.123, 0.021, 0.101, 0.008, 0.087, 0.053, 0.062, 0.059, 0.064, 0.029, 0.094, 0.025, 0.023], "total_charge": -1, "multiplicity": 2, "e_homo_ha": [0.028, -0.202], "lumo_ha": [0.118, 0.121], "e_above_lowest_kcal_mol": 22.66, "molar_mass_da": 152.2, "e_tot_ha": -1142.571199, "homo_lumo_gap_ev": [2.44, 8.78]}



Entry 4:
{"formula": "CH12O4S2", "method": "ωB97M-V with the def2-TZVPD basis set", "symbols": ["H", "H", "H", "H", "O", "O", "H", "H", "H", "S", "H", "H", "C", "O", "S", "H", "O", "H", "H"], "xyz": [[-2.747213, -1.582016, -1.281004], [-1.915372, -0.617361, -2.121282], [-1.038286, 3.756652, 0.204402], [-0.294471, 3.628917, -1.422253], [-2.129475, -0.844237, -1.208496], [0.194922, -3.446836, -2.688107], [0.699380, 3.847786, 0.040763], [2.507132, -0.625594, 0.308173], [1.278812, 1.383803, 1.984771], [-0.046180, 1.268460, 1.788685], [0.682469, -2.952070, -3.359223], [0.406862, -2.917681, -1.899468], [-0.196142, 3.378144, -0.367779], [-0.322419, -1.979287, 1.062870], [-0.014845, 1.564963, -0.245484], [-0.995590, -2.638244, 1.256350], [2.577010, -1.506743, 0.681058], [1.655187, -1.752218, 0.835207], [-0.819453, -1.185320, 0.833269]], "forces_ev_per_a": [[0.115, 0.054, -0.049], [0.028, -0.018, 0.153], [-0.235, -0.241, -0.118], [-0.048, -0.033, -0.013], [-0.187, -0.110, -0.051], [0.342, 0.766, 0.257], [0.021, 0.001, -0.182], [0.095, 0.155, -0.094], [-0.050, -0.065, 0.148], [0.128, 0.176, -0.245], [-0.108, -0.301, -0.172], [-0.268, -0.422, -0.006], [0.502, -0.087, 0.357], [-0.051, -0.113, 0.029], [-0.241, 0.435, 0.047], [0.103, -0.086, -0.018], [-0.026, 0.010, -0.052], [-0.142, -0.145, 0.137], [0.022, 0.022, -0.129]], "lowdin_charge": [0.046, 0.039, 0.028, 0.027, -0.087, -0.069, 0.026, 0.007, -0.180, 0.355, 0.033, 0.029, -0.473, -0.082, 0.366, 0.053, -0.071, -0.016, -0.031], "total_charge": 0, "multiplicity": 1, "e_homo_ha": -0.344, "lumo_ha": 0.010, "e_above_lowest_kcal_mol": 14.08, "molar_mass_da": 152.2, "smiles": "CSS.O.O.O.O", "e_tot_ha": -1142.618426, "homo_lumo_gap_ev": 9.63}



Entry 5:
{"formula": "CH12O5", "method": "ωB97M-V with the def2-TZVPD basis set", "symbols": ["H", "C", "O", "O", "H", "H", "H", "O", "H", "H", "H", "O", "H", "H", "H", "H", "O", "H"], "xyz": [[-2.332013, -4.287063, 0.993758], [1.314219, 0.109556, 1.062767], [-2.242433, -4.139562, 0.048957], [-0.198269, 4.135494, -2.398551], [-1.422734, -3.636597, -0.064056], [0.662358, -0.079178, 1.916630], [1.183948, -2.446954, 0.198836], [-1.119401, 2.483965, -0.060575], [1.854278, 1.020105, 1.335161], [-0.024700, 0.746791, -0.189992], [-1.723369, 2.890480, -0.688680], [0.684356, 0.090091, -0.183353], [2.060714, -0.686555, 1.040325], [0.522874, 4.458687, -2.953388], [-1.012721, 3.081227, 0.683154], [0.044164, 3.218246, -2.225919], [0.627457, -3.196918, 0.440645], [1.121266, -3.761811, 1.044277]], "forces_ev_per_a": [[0.103, 0.082, -0.005], [0.584, -0.316, 0.718], [-0.034, 0.046, -0.177], [0.243, -0.086, -0.168], [-0.009, -0.140, 0.212], [-0.375, -0.235, -0.101], [-0.091, -0.122, 0.083], [0.133, -0.508, -0.032], [0.018, 0.311, -0.490], [-0.017, 0.062, -0.001], [-0.002, 0.220, 0.137], [-0.219, 0.235, -0.216], [0.054, 0.029, 0.130], [-0.203, 0.053, 0.064], [-0.102, 0.194, -0.122], [-0.017, 0.031, 0.138], [-0.156, -0.053, -0.027], [0.091, 0.197, -0.142]], "lowdin_charge": [0.025, -0.194, -0.072, -0.066, -0.002, 0.082, 0.020, -0.038, 0.076, 0.038, 0.048, -0.112, 0.068, 0.040, 0.057, 0.024, -0.043, 0.050], "total_charge": 0, "multiplicity": 1, "e_homo_ha": -0.381, "lumo_ha": 0.017, "e_above_lowest_kcal_mol": 15.89, "molar_mass_da": 104.1, "smiles": "CO.O.O.O.O", "e_tot_ha": -421.470489, "homo_lumo_gap_ev": 10.83}



Entry 6:
{"formula": "CH12O5", "method": "ωB97M-V with the def2-TZVPD basis set", "symbols": ["H", "H", "H", "H", "H", "O", "C", "H", "H", "H", "O", "H", "H", "O", "O", "H", "O", "H"], "xyz": [[0.806265, 1.598475, 1.928720], [-0.888789, -0.613020, -2.173304], [-0.392367, -1.124289, 2.260120], [-1.422645, -1.053033, -0.808659], [1.922256, 0.337164, 1.416443], [-1.133423, -1.382117, -1.672525], [1.592284, 1.349802, 1.206530], [-0.668485, -1.511027, 0.737656], [2.372833, 2.100631, 1.303555], [-1.796894, 2.082519, 0.105996], [-2.198261, 1.875860, -0.759783], [0.541124, -2.380831, -1.096682], [1.882115, -2.864441, -1.723598], [-0.793238, -0.855771, 1.432189], [1.393641, -2.810637, -0.896942], [-3.145723, 1.898543, -0.714793], [1.109195, 1.240107, -0.139998], [0.820112, 2.112063, -0.404926]], "forces_ev_per_a": [[-0.126, -0.028, -0.176], [0.169, 0.717, -0.156], [0.157, -0.513, -0.251], [-0.152, 0.401, -0.574], [0.408, 0.159, 0.344], [-0.161, -0.880, 0.736], [-0.544, -0.491, -0.433], [0.583, -0.281, 0.754], [0.328, -0.141, -0.053], [-0.757, -0.294, -0.551], [1.336, 0.017, 0.049], [0.428, -0.115, -0.366], [-0.199, 0.100, 0.014], [-0.607, 0.641, -0.266], [-0.256, 0.036, 0.249], [-0.538, 0.134, 0.480], [0.054, 0.314, 0.486], [-0.122, 0.225, -0.285]], "lowdin_charge": [0.069, 0.046, 0.047, 0.022, 0.075, -0.035, -0.157, 0.015, 0.073, 0.045, -0.056, -0.010, 0.031, -0.043, -0.077, 0.025, -0.130, 0.060], "total_charge": 0, "multiplicity": 1, "e_homo_ha": -0.382, "lumo_ha": 0.018, "e_above_lowest_kcal_mol": 21.44, "molar_mass_da": 104.1, "smiles": "CO.O.O.O.O", "e_tot_ha": -421.461640, "homo_lumo_gap_ev": 10.88}